Below is C30H48P2PtS as an isolated structure, with properties calculated with the ωB97M-V functional and the def2-TZVPD basis.

Results
gap between HOMO and LUMO (alpha / beta): 5.2 / 4.0 eV
HOMO (alpha / beta): -11.763 / -11.508 eV
charge: +2
⟨S²⟩: 6.039
spin multiplicity: 5

Structure (XYZ):
```
82
Properties=species:S:1:pos:R:3:forces:R:3
Pt -0.1619 -2.3616 -3.8106 -3.20 -1.34 4.12
C -0.4362 -2.8850 1.7093 -0.10 0.50 0.27
C 0.8305 -2.7573 1.0714 -0.04 0.32 0.77
C 0.8537 -1.4843 2.9960 0.24 -0.13 -0.29
C -0.4316 -2.0795 2.8833 0.04 -0.26 -0.44
C 1.6475 -1.9241 1.8969 -0.56 0.13 -0.05
C -1.5715 -3.6977 1.2380 -0.28 -0.38 -0.21
H -1.2472 -4.4060 0.4684 -0.16 0.10 0.13
H -2.3635 -3.0619 0.8122 0.17 -0.13 0.11
H -2.0197 -4.2707 2.0617 0.08 0.14 -0.21
C -1.5344 -1.8905 3.8388 -0.55 -0.19 0.22
H -2.4062 -2.4978 3.5622 0.20 0.24 0.12
H -1.8484 -0.8357 3.8815 0.13 -0.22 0.04
H -1.2395 -2.1731 4.8624 0.01 0.10 -0.28
C 1.2663 -0.5797 4.0810 0.41 0.26 0.28
H 1.1097 -1.0392 5.0700 -0.04 0.10 -0.27
H 0.6751 0.3506 4.0601 0.11 -0.25 0.03
H 2.3283 -0.3178 3.9967 -0.31 0.01 0.06
C 3.0579 -1.5708 1.6751 0.64 0.02 -0.18
H 3.6761 -1.8368 2.5463 -0.17 0.09 -0.18
H 3.1841 -0.4892 1.5058 -0.06 -0.30 0.06
H 3.4643 -2.1085 0.8116 0.01 0.21 0.20
C 1.2178 -3.3947 -0.1977 0.32 -0.18 -0.63
H 1.3504 -4.4845 -0.0934 -0.09 0.28 0.05
H 2.1656 -2.9852 -0.5667 -0.22 -0.13 0.04
H 0.4515 -3.2406 -0.9790 0.13 -0.03 0.31
C -0.6925 -0.8572 -5.0777 -0.69 0.95 -1.75
C -0.9105 -2.1492 -5.6566 -0.83 1.15 -2.25
C 0.1574 -2.7800 -6.5327 0.42 -0.49 0.16
C 1.6204 -2.8782 -5.8434 -0.25 -0.61 -1.04
C 1.7111 -2.6738 -4.3394 2.20 0.92 -0.26
C 1.5764 -1.3683 -3.7128 2.16 -0.05 -0.85
C 1.6880 -0.1298 -4.6011 -0.31 0.40 0.41
C 0.4622 0.0174 -5.5552 0.14 -0.06 0.16
H 0.2134 -2.2650 -7.5117 0.11 -0.18 0.49
H 2.3024 -2.2219 -6.4105 -0.07 -0.27 0.39
H -0.1717 -3.8124 -6.7494 0.16 0.50 0.04
H 0.7136 -0.2608 -6.5919 0.00 -0.02 0.46
H -1.5338 -0.3089 -4.6313 0.10 -0.38 -0.20
H -1.9579 -2.4083 -5.9089 0.58 -0.27 0.69
H 0.1320 1.0679 -5.6108 0.12 -0.45 0.20
H 1.7708 0.7778 -3.9806 0.02 -0.44 -0.22
H 1.8189 -1.2889 -2.6398 0.16 0.09 -0.51
H 2.6217 -0.2292 -5.1768 -0.29 0.13 0.18
H 1.9308 -3.9279 -5.9891 0.09 0.62 -0.28
H 2.3512 -3.3912 -3.8111 -0.70 -0.13 0.04
P -2.0806 0.4216 -0.1261 0.65 -1.10 -0.24
P 0.7199 1.4540 0.0843 0.34 0.32 0.28
C -1.7311 2.0501 -1.0056 -0.54 -0.25 0.97
C -0.6114 2.7383 -0.2457 0.03 -0.46 -0.02
H -2.6485 2.6385 -1.1235 0.25 0.08 -0.15
H -1.3479 1.7307 -1.9871 -0.34 -0.06 0.15
H -0.1742 3.5626 -0.8158 -0.12 0.09 0.24
H -0.9982 3.0788 0.7289 0.28 0.08 -0.37
C 1.2512 2.1877 1.6724 0.22 0.07 0.13
H 2.1887 1.7247 2.0035 -0.18 0.18 0.11
H 0.4586 2.0195 2.4130 0.24 0.05 -0.07
H 1.3883 3.2704 1.5523 0.09 -0.19 0.18
C 2.0801 2.0240 -1.0106 0.17 0.20 -0.20
H 1.9159 3.0566 -1.3403 0.23 -0.16 0.00
H 2.1526 1.3645 -1.8860 0.05 0.26 0.18
H 3.0278 1.9717 -0.4604 -0.13 0.00 -0.19
C -3.2068 0.2983 1.3361 -0.06 0.83 0.09
H -2.5558 0.2190 2.2297 -0.48 0.35 -0.55
H -3.7798 -0.6395 1.3001 0.09 0.29 -0.34
H -3.8806 1.1617 1.4341 0.00 -0.43 0.21
C -2.9544 -0.3624 -1.5223 -0.04 -0.45 -0.14
H -3.8614 -0.8737 -1.1787 0.06 0.19 -0.41
H -2.2533 -1.1251 -1.9098 -0.37 0.13 -0.15
H -3.1332 0.3908 -2.3029 -0.37 -0.47 0.16
S -2.3505 2.8932 3.0815 -0.67 -0.79 -0.47
C -1.4073 3.7932 4.1114 0.56 0.76 0.57
C -1.2648 3.4453 5.4849 0.36 0.42 -0.09
C -0.4811 4.2378 6.3133 -0.08 -0.12 -0.15
C 0.1716 5.3743 5.8014 -0.09 -0.11 -0.18
C 0.0365 5.7242 4.4467 -0.17 -0.18 -0.11
C -0.7539 4.9516 3.6069 0.26 0.10 0.52
H -1.7843 2.5576 5.8414 0.13 0.24 0.03
H -0.3742 3.9716 7.3638 0.00 0.13 -0.23
H 0.7876 5.9931 6.4579 -0.23 -0.23 -0.20
H 0.5391 6.6010 4.0424 -0.09 -0.15 0.21
H -0.9073 5.2038 2.5582 0.11 0.01 0.27
```
Forces are in eV/Å.

Below is a single C19H12Cl2N2O4 molecule, with properties calculated with the ωB97M-V functional and the def2-TZVPD basis.

Results
SMILES string: O=C(Nc1cccc(Cl)c1)c1cccc(Oc2ccc([N+](=O)[O-])cc2Cl)c1
gap between HOMO and LUMO: 7.4 eV
HOMO: -8.671 eV
spin multiplicity: 1

Structure (XYZ):
```
39
Properties=species:S:1:pos:R:3:forces:R:3
O -2.0451 2.0337 -0.6368 -1.32 0.45 -0.46
C -2.2194 1.0857 0.0670 2.96 -2.07 2.48
N -3.3671 0.5795 0.7475 5.53 5.40 -4.62
C -4.5385 1.2201 0.6320 -1.82 0.71 -1.76
C -4.8342 2.4477 -0.2553 -2.03 -8.87 6.57
C -6.0092 2.9312 -0.0357 -4.00 5.05 -3.33
C -6.9478 2.3668 0.7441 -3.72 -6.28 1.79
C -6.7785 0.9675 1.2739 1.53 2.55 0.92
Cl -7.9528 0.0382 2.3643 1.01 1.45 -1.67
C -5.4557 0.4630 1.2945 -4.92 3.74 -1.32
C -0.7707 0.2798 0.4337 -4.52 3.13 -5.76
C -0.6130 -0.4003 1.5141 0.64 -1.58 10.45
C 0.5613 -1.0968 1.9372 -1.73 -0.45 -3.25
C 1.3029 -1.3978 0.8162 6.22 0.41 0.59
C 1.2690 -0.6265 -0.3983 -5.05 -1.00 -1.98
O 1.9857 -1.1645 -1.6340 -0.28 3.02 4.95
C 3.3052 -1.0168 -1.3163 2.61 -1.28 -2.84
C 4.0613 -1.7672 -2.2306 6.09 2.29 5.30
C 5.3689 -2.2230 -2.0319 2.80 4.85 -0.37
C 6.2557 -1.2164 -1.1351 -8.26 -1.45 -3.06
N 7.6066 -1.3314 -1.1994 2.11 -2.76 3.25
O 8.1411 -2.1848 -1.8856 0.02 0.79 -1.28
O 8.1226 -0.8933 -0.1803 1.57 1.51 0.00
C 5.5028 -0.2678 -0.3529 1.01 -5.26 -4.04
C 4.1129 -0.3091 -0.4610 -0.94 2.10 0.80
Cl 3.3943 1.0117 0.3453 -0.53 1.35 1.26
C 0.0539 0.2167 -0.6869 5.46 -5.38 7.93
H -3.1407 -0.2411 1.1378 -0.09 -3.59 2.06
H -4.0336 2.8042 -0.5201 7.65 4.27 -3.97
H -6.3472 3.8556 -0.7576 0.80 -2.03 2.23
H -8.0220 2.4315 0.6231 -0.03 1.54 0.08
H -5.2968 -0.3216 1.9032 1.15 -2.79 1.60
H -1.1785 -0.2280 2.5806 0.09 -0.02 -3.17
H 0.7003 -1.6172 2.8891 -0.14 0.54 -0.37
H 2.4128 -1.8666 1.1325 -3.04 0.57 -1.48
H 3.5260 -2.4286 -2.5773 -5.55 -6.29 -5.09
H 5.8761 -2.8651 -2.8472 -0.83 0.79 1.98
H 6.0764 0.2607 0.2974 0.88 2.10 1.83
H -0.0850 0.4704 -1.5913 -1.33 2.51 -6.26
```
Forces are in eV/Å.